#w
Below is 2 unconnected molecules or ions with the total composition C5H15NO, with properties calculated with ωB97M-V/def2-TZVPD.

Computed properties:
- E_LUMO (eV) = 0.88
- Kohn-Sham gap (eV) = 10.600

The geometry in XYZ format:
```
22
C5H15NO ωB97M-V/def2-TZVPD
C -1.60 1.37 -1.43
C -0.97 0.57 -0.36
C 0.55 0.62 -0.21
C 0.92 1.36 1.20
N 0.96 -0.85 -0.06
C 1.11 -1.41 -1.50
H -1.32 2.42 -1.23
H -2.72 1.03 -1.33
H -1.61 1.07 -2.39
H -1.39 0.76 0.71
H -1.17 -0.57 -0.49
H 1.10 1.07 -1.07
H 1.87 1.05 1.62
H 1.18 2.34 1.04
H 0.12 1.04 1.93
H 1.98 -0.95 0.25
H 0.24 -1.16 -2.14
H 0.84 -2.55 -1.48
H 1.90 -1.04 -2.10
O -0.80 -1.41 2.22
H -1.07 -0.53 1.73
H -0.30 -1.83 1.41
```

Just the Mulliken charges please, in e? Sure, here they are:
1 C -1.370
2 C -0.511
3 C 0.229
4 C -1.154
5 N -0.383
6 C -1.008
7 H 0.302
8 H 0.298
9 H 0.426
10 H 0.202
11 H 0.435
12 H 0.406
13 H 0.382
14 H 0.397
15 H 0.243
16 H 0.239
17 H 0.329
18 H 0.296
19 H 0.384
20 O -0.725
21 H 0.188
22 H 0.393

#x
Below is 2 unconnected molecules or ions with the total composition C5H15NO, with properties calculated with ωB97M-V/def2-TZVPD.

Computed properties:
- E_LUMO (eV) = 0.94
- Kohn-Sham gap (eV) = 10.165

The geometry in XYZ format:
```
22
C5H15NO ωB97M-V/def2-TZVPD
C 0.14 2.25 1.12
C -0.63 1.29 0.21
C -0.18 -0.21 0.43
C -1.16 -0.82 1.41
N -0.10 -0.80 -0.92
C 0.27 -2.23 -0.89
H 0.56 1.71 1.97
H -0.43 3.07 1.57
H 1.00 2.69 0.62
H -1.71 1.38 0.37
H -0.49 1.49 -0.85
H 0.86 -0.06 0.70
H -1.09 -1.91 1.46
H -1.14 -0.29 2.35
H -2.19 -0.76 1.02
H -1.00 -0.75 -1.39
H 0.07 -2.71 -1.84
H -0.18 -2.80 -0.07
H 1.33 -2.29 -0.59
O 2.22 0.93 -2.32
H 1.31 0.63 -2.52
H 2.55 0.17 -1.84
```

Just the Mulliken charges please, in e? Sure, here they are:
1 C -1.281
2 C -0.492
3 C 0.005
4 C -1.396
5 N -0.269
6 C -0.932
7 H 0.356
8 H 0.353
9 H 0.325
10 H 0.333
11 H 0.356
12 H 0.361
13 H 0.347
14 H 0.373
15 H 0.388
16 H 0.275
17 H 0.378
18 H 0.264
19 H 0.274
20 O -0.647
21 H 0.330
22 H 0.301

#y
Below is 2 unconnected molecules or ions with the total composition C5H15NO, with properties calculated with ωB97M-V/def2-TZVPD.

Computed properties:
- E_LUMO (eV) = 0.79
- Kohn-Sham gap (eV) = 9.207

The geometry in XYZ format:
```
22
C5H15NO ωB97M-V/def2-TZVPD
C -2.24 -1.16 0.05
C -0.68 -1.46 0.38
C 0.33 -0.69 -0.56
N -0.12 0.72 -0.70
C 0.01 1.60 0.49
C 0.48 1.52 -1.75
H -2.42 -0.13 0.52
H -2.30 -1.11 -1.09
H -2.99 -1.79 0.39
H -0.47 -2.51 0.16
H -0.51 -1.22 1.38
H 0.39 -1.16 -1.53
H 1.34 -0.73 -0.06
H -0.43 2.61 0.34
H 1.08 1.74 0.86
H -0.55 0.99 1.28
H 0.50 0.83 -2.64
H -0.21 2.34 -1.94
H 1.53 1.88 -1.44
O 2.40 -1.14 2.03
H 2.99 -0.72 1.43
H 1.88 -0.43 2.40
```

Just the Mulliken charges please, in e? Sure, here they are:
1 C -0.982
2 C -0.613
3 C -0.388
4 N 0.107
5 C -1.006
6 C -0.986
7 H 0.188
8 H 0.213
9 H 0.446
10 H 0.421
11 H 0.272
12 H 0.520
13 H -0.006
14 H 0.316
15 H 0.270
16 H 0.305
17 H 0.310
18 H 0.340
19 H 0.275
20 O -0.640
21 H 0.324
22 H 0.313

It is #x that is most stable; the runner-up trails by 19.7 kcal/mol.

#w
Below is 2 unconnected molecules or ions with the total composition C5H15NO, with properties calculated with ωB97M-V/def2-TZVPD.

Computed properties:
- E_LUMO (eV) = 0.82
- Kohn-Sham gap (eV) = 8.814

The geometry in XYZ format:
```
22
C5H15NO ωB97M-V/def2-TZVPD
C 2.23 0.48 1.20
C 1.55 0.50 -0.17
N 0.43 -0.39 -0.39
C -0.63 -1.26 0.16
C -1.69 -1.57 -0.87
C -1.24 -0.59 1.34
H 3.35 0.66 1.03
H 2.04 -0.49 1.70
H 1.86 1.33 1.96
H 1.25 1.55 -0.15
H 2.30 0.58 -1.01
H 0.35 -0.40 -1.39
H -0.14 -2.18 0.56
H -2.51 -2.08 -0.40
H -2.01 -0.54 -1.27
H -1.22 -2.30 -1.70
H -0.50 0.20 1.73
H -1.98 0.23 1.04
H -1.74 -1.38 2.11
O -0.25 2.60 -1.97
H -0.58 1.72 -1.74
H -0.86 3.32 -1.77
```

Just the Mulliken charges please, in e? Sure, here they are:
1 C -1.117
2 C -0.305
3 N -0.298
4 C 0.387
5 C -1.272
6 C -1.061
7 H 0.329
8 H 0.267
9 H 0.246
10 H 0.260
11 H 0.384
12 H 0.253
13 H 0.181
14 H 0.426
15 H 0.289
16 H 0.286
17 H 0.267
18 H 0.259
19 H 0.269
20 O -0.658
21 H 0.307
22 H 0.303

#x
Below is 2 unconnected molecules or ions with the total composition C5H15NO, with properties calculated with ωB97M-V/def2-TZVPD.

Computed properties:
- E_LUMO (eV) = 0.87
- Kohn-Sham gap (eV) = 9.933

The geometry in XYZ format:
```
22
C5H15NO ωB97M-V/def2-TZVPD
C -0.27 -0.23 1.96
C 0.81 -0.18 0.83
C 1.03 -1.45 0.05
C 0.52 1.06 -0.08
C 1.71 1.38 -0.99
N -0.76 0.91 -0.84
H -0.37 0.80 2.31
H -1.26 -0.41 1.49
H -0.02 -1.05 2.62
H 1.75 -0.10 1.40
H 1.82 -1.31 -0.68
H 0.13 -1.72 -0.52
H 1.22 -2.41 0.56
H 0.36 1.81 0.71
H 2.51 0.67 -0.82
H 2.00 2.43 -0.97
H 1.39 1.20 -2.03
H -1.08 -0.01 -0.53
H -0.49 0.85 -1.82
O -3.31 -0.92 -0.84
H -4.04 -0.94 -0.25
H -3.64 -0.36 -1.55
```

Just the Mulliken charges please, in e? Sure, here they are:
1 C -1.339
2 C -0.076
3 C -1.200
4 C 0.451
5 C -1.268
6 N -0.604
7 H 0.366
8 H 0.236
9 H 0.443
10 H 0.317
11 H 0.286
12 H 0.251
13 H 0.406
14 H 0.321
15 H 0.326
16 H 0.301
17 H 0.306
18 H 0.241
19 H 0.258
20 O -0.629
21 H 0.301
22 H 0.306

#y
Below is 2 unconnected molecules or ions with the total composition C5H15NO, with properties calculated with ωB97M-V/def2-TZVPD.

Computed properties:
- E_LUMO (eV) = 0.82
- Kohn-Sham gap (eV) = 9.702

The geometry in XYZ format:
```
22
C5H15NO ωB97M-V/def2-TZVPD
C -1.84 -1.40 1.25
N -0.53 -1.63 0.45
C -0.37 -0.49 -0.47
C 0.97 -0.75 -1.26
C 2.31 -0.21 -0.64
C 0.92 -0.38 -2.72
H -1.71 -1.91 2.19
H -2.11 -0.38 1.51
H -2.74 -1.90 0.91
H -0.51 -2.53 0.02
H -1.16 -0.41 -1.18
H -0.17 0.38 0.11
H 1.12 -1.86 -1.35
H 3.18 -0.96 -0.69
H 2.76 0.66 -1.13
H 2.16 -0.27 0.44
H 0.87 0.73 -2.87
H 1.45 -0.91 -3.53
H -0.04 -0.63 -3.19
O -1.55 4.66 4.35
H -1.72 5.61 4.40
H -1.28 4.57 3.41
```

Just the Mulliken charges please, in e? Sure, here they are:
1 C -0.900
2 N -0.346
3 C -0.802
4 C 0.867
5 C -1.351
6 C -1.555
7 H 0.350
8 H 0.309
9 H 0.295
10 H 0.224
11 H 0.363
12 H 0.379
13 H 0.045
14 H 0.282
15 H 0.327
16 H 0.400
17 H 0.315
18 H 0.393
19 H 0.405
20 O -0.641
21 H 0.320
22 H 0.320

#z
Below is 2 unconnected molecules or ions with the total composition C5H15NO, with properties calculated with ωB97M-V/def2-TZVPD.

Computed properties:
- E_LUMO (eV) = 0.72
- Kohn-Sham gap (eV) = 8.593

The geometry in XYZ format:
```
22
C5H15NO ωB97M-V/def2-TZVPD
C -1.96 1.41 -1.73
C -1.72 1.85 -0.29
N -1.45 0.75 0.62
C -2.56 -0.17 0.78
C -0.06 0.34 0.64
C 0.22 -0.94 1.40
H -1.19 0.65 -1.93
H -2.99 1.17 -1.99
H -1.66 2.19 -2.44
H -2.67 2.26 0.08
H -0.97 2.63 -0.18
H -2.31 -0.81 1.62
H -2.78 -0.77 -0.11
H -3.43 0.40 1.10
H 0.49 1.12 1.20
H 0.37 0.34 -0.37
H 1.23 -1.28 1.64
H -0.08 -1.80 0.77
H -0.33 -1.00 2.34
O 6.33 -2.54 -0.99
H 6.20 -2.63 -1.94
H 5.76 -1.79 -0.81
```

Just the Mulliken charges please, in e? Sure, here they are:
1 C -0.958
2 C -0.739
3 N 0.010
4 C -1.073
5 C -0.088
6 C -1.398
7 H 0.276
8 H 0.311
9 H 0.359
10 H 0.345
11 H 0.396
12 H 0.369
13 H 0.312
14 H 0.346
15 H 0.205
16 H 0.305
17 H 0.372
18 H 0.333
19 H 0.318
20 O -0.633
21 H 0.318
22 H 0.315

It is #x that is most stable; the runner-up trails by 11.7 kcal/mol.

#w
Below is a single H2P2S4 molecule, with properties calculated with ωB97M-V/def2-TZVPD.

Computed properties:
- E_LUMO (eV) = -0.88
- Kohn-Sham gap (eV) = 8.457

The geometry in XYZ format:
```
8
H2P2S4 ωB97M-V/def2-TZVPD
S 1.44 -2.73 -1.15
P 0.95 -0.99 -0.50
S 0.12 -0.78 1.44
P -1.68 -0.04 0.42
S -1.83 1.95 1.06
S -0.61 0.11 -1.47
H 2.18 0.16 -0.53
H -0.58 2.32 0.74
```

Just the Mulliken charges please, in e? Sure, here they are:
1 S -0.313
2 P 0.263
3 S -0.150
4 P 0.255
5 S -0.208
6 S -0.162
7 H 0.137
8 H 0.178

#x
Below is 2 unconnected molecules or ions with the total composition H2P2S4, with properties calculated with ωB97M-V/def2-TZVPD.

Computed properties:
- E_LUMO (eV) = -1.84
- Kohn-Sham gap (eV) = 6.905

The geometry in XYZ format:
```
8
H2P2S4 ωB97M-V/def2-TZVPD
P 3.65 -1.41 -0.10
P 3.59 1.70 -0.08
S -0.08 0.76 0.52
S 3.53 0.45 1.53
S 3.16 0.43 -1.55
S 1.98 -2.35 0.10
H -0.92 1.12 -0.52
H 0.51 -0.27 -0.27
```

Just the Mulliken charges please, in e? Sure, here they are:
1 P 0.292
2 P 0.365
3 S -0.272
4 S -0.195
5 S -0.169
6 S -0.257
7 H 0.150
8 H 0.086

It is #w that is most stable; the runner-up trails by 14.2 kcal/mol.